# 1
Molecular formula: C22H50FIN6O6P2
Method: DFT, the ωB97M-V functional and the def2-TZVPD basis

The SMILES is CC(=O)OC[C@@H]1OC(=O)C[C@@]1(I)CCCF.CN(C)P(=O)(N(C)C)N(C)C.CN(C)P(=O)(N(C)C)N(C)C. The max |F| is 7.54 eV/Å. As for the HOMO-LUMO gap: 7.412 eV. As for the LUMO energy: -0.7 eV.

Positions of all 88 atoms, in Å:
I 2.31427 0.02748 0.90481
P -0.50710 7.50427 2.78878
P -0.20924 -6.07577 -4.34456
F 2.97056 -2.24358 -1.90146
O 2.57047 -0.92503 5.52636
O 0.70139 -1.55829 4.39303
O -0.39063 1.11252 4.97166
O -0.29996 1.00191 2.71340
O -0.49059 6.53792 3.96828
O -0.40688 -5.16450 -3.13867
N -0.57172 8.94802 3.72625
N 0.28796 -6.87587 -5.86796
N -0.32685 8.43645 1.26568
N 0.49492 -7.37984 -3.42199
N -1.87664 -6.33615 -4.67654
N -2.09105 6.98917 2.26229
C 1.63184 -3.02045 1.36375
C -0.36083 -8.27862 -2.65875
C 0.70248 9.28488 4.35060
C 0.85150 7.96213 0.51132
C 2.69469 -3.26578 -0.99902
C 1.17701 2.52218 3.90669
C 1.55702 -1.62420 2.07291
C 2.04756 -1.31455 4.56880
C 1.40033 -2.99290 -0.18268
C -2.53472 -5.17296 -5.26132
C 0.33091 -1.41540 3.03118
C -2.47879 -7.54586 -5.18810
C -2.18829 5.53512 2.11716
C 0.08151 1.45281 3.94676
C -1.29102 10.15894 3.40490
C 0.79792 -8.23453 -5.94562
C 1.18287 -5.99122 -6.64302
C -1.40794 8.68155 0.32571
C -0.74136 -0.36362 2.70991
C -3.27909 7.47129 2.95443
C 2.67222 -1.75433 3.20997
C 1.58630 -6.92368 -2.56551
H 0.93342 -8.50161 -6.99865
H 0.71011 3.38456 3.38763
H -2.22270 -4.25502 -4.76001
H 2.59129 -4.23791 -1.53611
H 1.30838 -6.35166 -7.66556
H 0.89143 -3.71580 1.79721
H -3.61937 -5.23684 -5.15153
H -3.01956 5.27445 1.45722
H -2.29837 -7.69486 -6.26265
H -1.13289 -7.74888 -2.08900
H 2.23730 -7.75790 -2.29201
H -2.34082 5.03512 3.07986
H -1.54397 -0.46018 3.46452
H -1.27791 5.12643 1.66991
H 1.39865 9.73730 3.62794
H -3.18073 7.43352 4.04513
H 1.71961 7.89007 1.17544
H 0.75463 -4.98524 -6.70733
H -1.36936 10.78765 4.29581
H -1.04686 9.35132 -0.46190
H 3.58211 -3.37412 -0.35321
H -4.15610 6.88672 2.66819
H -0.80049 10.75581 2.62196
H -2.31744 9.97078 3.09862
H 0.56332 9.98017 5.18125
H 0.74224 -3.85211 -0.41039
H -3.56110 -7.50948 -5.03922
H -2.14870 -8.43727 -4.65907
H 1.11677 8.65655 -0.28811
H 2.02738 2.21819 3.28017
H 2.17051 -5.90793 -6.17470
H 3.52519 -1.08690 3.03158
H 1.18166 8.39544 4.76376
H 0.23103 -8.87636 -1.96213
H -1.22517 -0.57731 1.74614
H 2.60689 -3.50353 1.52682
H -2.29625 -5.07007 -6.33063
H 2.20536 -6.18638 -3.08428
H 3.01600 -2.77334 3.44928
H 0.67773 6.97157 0.07467
H 0.87117 -2.10576 -0.55318
H 1.75935 -8.36415 -5.44180
H -0.83841 -9.01321 -3.31011
H -0.24097 -2.35694 2.88066
H 1.45501 2.86902 4.90424
H 0.08761 -8.95643 -5.54654
H -3.52205 8.49212 2.65274
H 1.21394 -6.46040 -1.64351
H -2.24201 9.19987 0.79498
H -1.77784 7.77142 -0.15351

# 2
Molecular formula: C22H50IrN3P3S
Method: DFT, the ωB97M-V functional and the def2-TZVPD basis

As for the multiplicity: 5. The max |F| is 3.67 eV/Å. The net charge is +3. As for the HOMO-LUMO gap (spin up / spin down): 6.627 / 4.469 eV. Its relative energy (zero: lowest compared OMol25 entry of this formula, charge and spin) is 0.000 eV. As for the LUMO energy (spin up / spin down): -8.0 / -12.4 eV. As for the expectation value of S²: 6.032.

Positions of all 80 atoms, in Å:
Ir -0.69788 0.89968 0.58061
S 0.13421 0.44202 -2.71002
P -1.89209 -0.96431 1.22065
P -2.35633 1.74058 -0.57120
P 1.37419 2.11581 -0.48990
N 1.78217 -0.89363 2.43254
N 1.38242 0.44436 4.31477
N 0.62318 1.14505 2.22322
C 2.39948 3.02899 0.74952
C 2.72639 1.10580 -1.26309
C 1.50311 -1.93852 -6.28242
C 1.77095 -1.08658 0.98878
C -2.88433 -0.77857 2.75664
C 0.69033 -0.44211 -4.04361
C 0.98286 -0.64553 -6.45299
C 1.20672 -0.64986 5.27120
C 0.04790 -4.09320 -1.42262
C -1.03920 -3.64113 -2.07004
C -2.07636 3.47935 -1.04227
C 1.19559 3.46947 -1.72746
C 0.58186 0.10183 -5.34961
C -3.86491 1.90433 0.47071
C 1.24606 0.23840 2.96805
C 1.09927 1.77203 4.85839
C -2.98131 0.95297 -2.11254
C 1.62813 -2.47915 -4.99428
C 1.23043 -1.74715 -3.88482
C -3.06230 -1.64928 -0.00357
C -0.93835 -2.47784 1.57025
C 2.83596 -1.61859 3.13524
H 1.06347 -3.75434 -1.64807
H 2.69436 -0.70005 0.53843
H 1.31011 1.72962 5.92925
H 3.54103 -2.02148 2.39897
H -1.59848 -3.19315 2.07677
H 0.89012 -0.22062 -7.45440
H 1.81083 -2.52017 -7.15343
H 1.28235 -2.15941 -2.87603
H 0.42163 4.17713 -1.41401
H 1.75806 3.62304 1.41046
H -4.37982 2.82825 0.17869
H -4.07838 0.89514 -2.07934
H 2.96727 1.50396 -2.25595
H -0.57371 -2.92435 0.63693
H -3.70979 -0.07343 2.60162
H 2.97767 2.31962 1.35529
H -2.56612 -0.05201 -2.25137
H 0.93444 3.06099 -2.71230
H -2.67674 1.55621 -2.97601
H -3.76455 -0.89968 -0.38020
H -2.03019 -4.07448 -1.88943
H 0.41918 2.01588 2.71763
H 0.79658 -0.21356 6.18761
H -1.49174 1.07767 1.98378
H 0.04272 2.05801 4.72742
H -0.08834 -2.26239 2.22719
H 3.38540 -0.95368 3.81260
H -0.97537 -2.87434 -2.84998
H -3.59195 1.98043 1.52903
H -1.41860 3.95792 -0.30788
H 2.16500 -1.11447 5.52907
H -2.24507 -0.40687 3.56861
H 2.43644 0.05832 -1.39085
H 1.68249 -2.15837 0.76784
H -1.62638 3.54089 -2.03905
H 2.15535 4.00201 -1.79481
H 0.50456 -1.41681 4.91229
H -4.54688 1.05712 0.33441
H -3.64155 -2.44522 0.48290
H -0.04438 -4.88160 -0.66525
H 2.42676 -2.46471 3.70426
H -3.28423 -1.76066 3.04202
H -2.50222 -2.08577 -0.84023
H -3.04025 4.00411 -1.04459
H 3.09307 3.70246 0.22902
H 3.62051 1.15618 -0.62958
H 0.89431 -0.55092 0.54823
H 0.16677 1.10042 -5.44439
H 2.03063 -3.48562 -4.85887
H 1.75549 2.52755 4.40559

# 3
Molecular formula: C22H50P2PtSi2
Method: DFT, the ωB97M-V functional and the def2-TZVPD basis

As for the multiplicity: 5. The max |F| is 5.50 eV/Å. The net charge is +2. As for the HOMO-LUMO gap (spin up / spin down): 5.826 / 5.362 eV. Its relative energy (zero: lowest compared OMol25 entry of this formula, charge and spin) is 0.266 eV. As for the LUMO energy (spin up / spin down): -4.6 / -9.2 eV. As for the expectation value of S²: 6.009.

Positions of all 77 atoms, in Å:
Pt -0.04808 -0.33330 -2.79848
P 0.52231 -3.72466 -0.03190
P 0.01844 2.99978 1.01963
Si 1.67805 1.13072 3.05591
Si -1.71547 0.91616 2.79287
C 0.64988 -1.85200 -3.99967
C 0.07846 -3.36510 1.68515
C -1.42447 4.10620 1.02908
C -0.29329 -5.27019 -0.46659
C -2.78863 0.15985 1.37244
C -0.18568 1.91838 -0.60744
C 0.76739 0.18657 -5.53342
C 2.22916 2.68223 4.00357
C 1.52540 3.95676 0.71405
C 2.28496 -4.15267 -0.08189
C -2.94049 2.14215 3.60146
C -1.39285 -0.60500 3.85627
C -1.78236 -1.53872 -4.80077
C -0.80882 -1.95850 -3.72311
C -2.22774 -0.05866 -4.62609
C 0.40549 0.54441 -0.80337
C -0.04333 1.88102 2.47082
C 1.62523 -0.31083 4.28939
C -1.21010 0.83917 -3.92227
C 1.12635 -1.32673 -5.34087
C 0.18513 0.91611 -4.33412
C 3.00322 0.60113 1.81981
H -3.11144 1.07100 0.78564
H 2.65583 -4.20948 0.94779
H 1.26352 -2.62106 -3.50760
H -2.14859 3.71044 0.29918
H 2.20751 3.41407 0.04690
H 2.79282 -3.34056 -0.62640
H 1.51650 0.54984 -0.87237
H -0.92150 -2.89082 1.65247
H 0.28576 2.55389 -1.39253
H -1.39636 -1.69920 -5.81173
H -1.26974 1.93247 -0.83852
H 0.75041 -1.91657 -6.18078
H 3.80483 0.09180 2.38474
H -2.28378 -0.61634 0.73353
H 0.85253 -0.19013 5.05693
H 2.23557 -1.38502 -5.38852
H 0.78186 -2.63142 2.10737
H 2.58752 -0.36123 4.82162
H 3.10458 2.42995 4.61509
H -2.68379 -2.15775 -4.71710
H -3.64843 -0.27182 1.98086
H 1.48801 -1.29306 3.81489
H 2.66067 -0.11478 1.05876
H 2.48113 3.52302 3.34632
H 1.20965 4.88021 0.21035
H 0.17200 -0.14690 0.02817
H 0.21856 -5.70392 -1.34184
H -1.02420 -0.36427 4.85932
H -0.24666 -5.88315 0.44155
H -0.66629 -1.28721 3.39541
H -2.32445 -1.17474 3.97834
H 0.06052 0.31608 -6.38106
H -2.67379 2.42486 4.63086
H -2.57236 0.41497 -5.55433
H 1.65543 0.77157 -5.81275
H 3.46056 1.45780 1.30463
H -3.06165 3.06696 3.02134
H -1.11229 5.11983 0.72604
H -1.31739 -4.99376 -0.75955
H -0.15893 2.62433 3.29322
H -3.93803 1.67602 3.64433
H 0.70276 1.82273 -3.99237
H -1.86338 4.15092 2.03602
H 1.42607 3.02103 4.67561
H 0.04964 -4.32963 2.20744
H 2.37957 -5.07688 -0.67323
H -1.05909 -2.82061 -3.07941
H -1.51309 1.77676 -3.44226
H 2.06680 4.26177 1.61448
H -3.11355 -0.06632 -3.98729

Total energy values, unit eV, following the record order: -74240.390, -69606.947, -61185.030.